The following is a DFT calculation (ωB97M-V with the def2-TZVPD basis set) of a structure of composition C36H47F3HfNO4Se at a distorted geometry.

```
93
Properties=species:S:1:pos:R:3:mulliken_charge:R:1
Hf 0.33 -0.23 0.00 1.968
C -0.37 -6.46 -4.61 -1.684
C -0.01 -6.35 -3.13 2.144
C 1.32 -7.08 -2.86 -1.549
C -1.10 -7.03 -2.31 -1.964
C 0.15 -4.88 -2.75 -0.315
C -0.61 -4.27 -1.76 -0.680
C -0.39 -2.95 -1.45 0.572
Se -1.41 -2.13 0.01 -0.083
C -0.36 -2.95 1.44 0.544
C -0.60 -4.27 1.76 -0.789
C 0.16 -4.89 2.74 -0.353
C 1.11 -4.11 3.39 -0.832
C 1.35 -2.76 3.13 -0.329
C 0.59 -2.16 2.11 1.481
O 0.70 -0.86 1.73 -1.230
C 2.43 -2.07 3.99 2.199
C 2.61 -0.57 3.75 -1.808
C 3.78 -2.76 3.70 -1.636
C 2.07 -2.24 5.47 -1.725
C -0.02 -6.35 3.13 2.126
C -0.39 -6.44 4.62 -1.663
C -1.14 -7.02 2.32 -1.943
C 1.29 -7.11 2.88 -1.547
C 0.54 -2.14 -2.13 1.551
O 0.64 -0.84 -1.74 -1.252
C 1.30 -2.73 -3.16 -0.566
C 1.08 -4.08 -3.41 -0.805
C 2.35 -2.03 -4.04 2.145
C 1.96 -2.22 -5.51 -1.718
C 3.72 -2.69 -3.78 -1.610
C 2.51 -0.52 -3.82 -1.829
H -0.52 -7.51 -4.88 0.461
H 0.42 -6.07 -5.25 0.321
H -1.29 -5.92 -4.83 0.372
H 1.22 -8.13 -3.12 0.489
H 1.60 -7.01 -1.81 0.271
H 2.13 -6.66 -3.46 0.298
H -1.17 -8.08 -2.60 0.498
H -2.08 -6.57 -2.48 0.380
H -0.88 -7.00 -1.24 0.164
H -1.38 -4.81 -1.21 0.580
H -1.37 -4.80 1.22 0.585
H 1.71 -4.58 4.15 0.354
H 2.98 -0.36 2.74 0.133
H 3.36 -0.20 4.46 0.571
H 1.69 -0.02 3.91 0.385
H 4.00 -2.75 2.63 0.221
H 3.78 -3.80 4.04 0.334
H 4.58 -2.24 4.23 0.503
H 1.13 -1.73 5.70 0.406
H 2.86 -1.81 6.09 0.473
H 1.96 -3.29 5.76 0.287
H -1.30 -5.88 4.83 0.372
H 0.41 -6.04 5.25 0.335
H -0.55 -7.48 4.91 0.465
H -2.10 -6.54 2.49 0.382
H -1.23 -8.07 2.63 0.492
H -0.91 -7.02 1.25 0.148
H 2.11 -6.70 3.46 0.303
H 1.56 -7.06 1.82 0.264
H 1.17 -8.16 3.15 0.490
H 1.68 -4.54 -4.18 0.357
H 1.89 -3.27 -5.79 0.305
H 2.71 -1.76 -6.15 0.474
H 1.00 -1.75 -5.72 0.400
H 3.73 -3.73 -4.10 0.331
H 3.97 -2.65 -2.72 0.191
H 4.49 -2.16 -4.34 0.508
H 1.56 0.00 -3.96 0.382
H 3.22 -0.14 -4.55 0.553
H 2.89 -0.29 -2.83 0.138
F 7.44 0.82 -0.56 -0.247
C 6.88 -0.10 0.23 0.673
F 7.24 0.16 1.50 -0.243
F 7.36 -1.30 -0.11 -0.267
C 5.37 -0.05 0.11 0.186
C 4.72 1.17 0.16 -0.770
C 3.34 1.18 0.10 -0.612
N 2.62 0.07 -0.01 0.486
C 3.26 -1.10 -0.07 0.084
C 4.63 -1.21 -0.01 -0.973
H 5.28 2.10 0.25 0.532
H 2.78 2.11 0.15 0.253
H 2.64 -2.00 -0.16 0.488
H 5.11 -2.18 -0.05 0.736
C 0.54 4.24 -0.14 -0.637
O -0.45 3.22 -0.02 -0.289
C -0.05 1.99 -0.02 -0.403
O -1.01 1.13 0.11 -0.660
H 0.07 5.08 -0.65 0.269
H 1.40 3.90 -0.72 0.302
H 0.87 4.56 0.85 0.294
```

## Properties
energy relative to the best compared isomer or geometry (same formula, charge and spin) = 26.0 kcal per mole
LUMO level = -0.1186 Ha
max |F| = 4.25 eV/A
HOMO = -11.193 eV
E_tot = -4504.6954 a.u.
frontier orbital gap = 0.293 hartree
charge = +1